The following is a quantum chemistry calculation of a 12-piece molecular cluster, C54H123N12O18P3 overall, from OMol25.

## Properties
SMILES string = CN(C)P(=O)(N(C)C)N(C)C.CN(C)P(=O)(N(C)C)N(C)C.CN(C)P(=O)(N(C)C)N(C)C.COC[C@H](C)N.COC[C@H](C)N.COC[C@H](C)N.O=C1CCCO1.O=C1CCCO1.O=C1CCCO1.O=C1CCCO1.O=C1CCCO1.O=C1CCCO1
E_tot = -140591.26959 eV
frontier orbital gap = 8.5 eV

```
210
Properties=species:S:1:pos:R:3:forces:R:3:mulliken_charge:R:1
O 0.962106 -2.515502 2.518356 0.2 1.7 -1.1 -0.884
P 1.003246 -1.317492 1.600716 -0.1 0.6 -0.5 -0.635
N 2.036256 -0.107612 2.180156 -1.4 0.2 -0.6 1.392
C 2.385886 1.133128 1.429736 -0.9 -1.2 0.1 -0.149
C 3.004726 -0.496702 3.141396 2.1 0.4 0.5 -0.742
N -0.485444 -0.519522 1.401546 0.4 -0.6 -2.2 1.244
C -1.452244 -0.993952 0.317136 1.4 0.4 1.3 -1.151
C -1.107444 -0.025592 2.594786 0.6 1.7 0.4 -0.612
N 1.527636 -1.717692 0.028466 -0.4 0.4 -0.5 0.776
C 2.318196 -2.918832 0.085666 0.4 -1.0 -0.6 -1.232
C 1.943726 -0.797742 -1.082214 -1.4 0.6 1.3 -0.891
H 2.459766 1.945888 2.152276 -0.1 0.2 -0.1 -0.110
H 1.624206 1.302148 0.668566 -0.3 0.4 0.3 -0.196
H 3.296166 1.090058 0.831716 0.5 -0.4 0.3 0.091
H 3.386136 0.372848 3.676656 -0.5 0.4 0.5 0.187
H 3.931196 -0.759792 2.630976 0.3 -0.8 -0.1 0.360
H 2.725826 -1.273192 3.853696 -0.3 0.0 -0.4 -0.344
H -1.814254 -1.944472 0.709006 -0.5 -0.2 -0.8 0.248
H -2.230684 -0.253092 0.134776 -0.2 0.0 0.6 0.423
H -0.950034 -1.041902 -0.649094 0.3 -0.6 0.3 0.188
H -0.610584 0.896708 2.895786 0.6 0.2 0.1 -0.298
H -2.078914 0.411478 2.363906 -0.5 -0.9 0.2 0.076
H -0.985924 -0.650292 3.479706 -0.8 -0.5 -0.1 0.272
H 1.728286 -3.673552 0.605756 0.6 -0.1 0.2 0.280
H 2.530016 -3.303452 -0.911984 -0.3 0.1 -0.2 0.307
H 3.312746 -2.757542 0.501546 0.1 -0.1 0.6 0.334
H 1.144366 -0.065092 -1.193334 0.0 0.5 0.3 -0.338
H 1.928606 -1.226792 -2.084104 0.4 -0.9 0.3 0.607
H 2.865386 -0.251252 -0.882224 0.2 -0.3 -0.2 0.487
O -6.725584 0.588068 -0.590294 0.3 0.7 -1.3 -0.940
P -7.062364 -0.346442 0.470676 -1.6 -1.7 1.1 0.204
N -8.790624 -0.576302 0.537796 0.6 -1.5 0.0 0.204
C -9.325154 -1.963232 0.748756 0.8 1.4 0.7 -0.901
C -9.719674 0.311338 -0.126074 1.1 1.7 0.2 -0.930
N -6.529394 0.170568 1.978366 2.3 -2.9 -1.4 0.596
C -7.336484 0.857528 2.828306 -2.1 2.3 1.1 -1.067
C -5.123344 0.561068 1.969436 -0.2 -0.1 -1.7 -1.144
N -6.334764 -1.865232 0.360646 0.0 0.7 1.0 0.656
C -5.927434 -2.369572 -0.960254 -0.7 -0.8 0.4 -1.062
C -6.006124 -2.701592 1.595276 0.0 0.2 -2.2 -1.300
H -8.915434 -2.637542 -0.003264 0.2 -0.5 0.6 0.229
H -10.409574 -2.068972 0.718016 -0.1 0.7 -0.4 0.413
H -9.112724 -2.067932 1.812716 0.4 -1.5 -0.2 0.269
H -10.739914 -0.072342 -0.123454 0.3 -0.1 -0.2 0.337
H -9.330954 0.639308 -1.090144 -0.4 -0.5 -0.5 0.303
H -9.694614 1.251978 0.424076 -0.5 0.2 0.2 0.246
H -6.793914 1.316878 3.654576 0.1 -0.3 0.1 0.316
H -7.664864 1.688418 2.203886 -1.3 0.8 0.8 0.409
H -8.139244 0.238288 3.228566 -0.3 0.3 0.0 0.207
H -4.933794 1.167768 1.083956 0.1 0.4 -0.2 0.469
H -4.843934 1.204028 2.804086 0.1 -0.8 0.3 0.331
H -4.576654 -0.355742 1.748766 0.8 0.1 0.8 0.138
H -5.955424 -3.458832 -0.931374 0.0 -0.2 0.1 0.349
H -6.666924 -2.112122 -1.718514 0.1 0.3 0.0 0.339
H -4.932954 -2.117892 -1.328714 0.1 0.5 0.3 0.099
H -6.393154 -2.291962 2.528296 0.1 0.2 -0.4 0.281
H -4.924844 -2.838592 1.608146 0.1 0.2 0.4 0.470
H -6.412304 -3.696332 1.411986 -0.2 -0.1 0.2 0.460
O -0.248334 3.825748 -4.173844 0.0 1.1 -0.6 -1.160
P -0.559814 3.281288 -5.505484 -1.2 -0.4 -3.0 0.049
N -0.677764 1.599538 -5.420374 1.7 0.4 -1.4 0.321
C 0.523346 0.968708 -4.787774 -0.8 0.4 0.5 -1.018
C -1.915404 0.939058 -5.180804 -0.9 0.0 0.0 -0.861
N 0.604016 3.540368 -6.738264 0.0 1.0 1.5 0.481
C 0.955176 2.646248 -7.813414 -0.6 0.3 -0.1 -1.202
C 1.545896 4.698788 -6.607034 -0.4 -0.9 0.1 -0.839
N -2.041314 3.920828 -6.232974 1.9 -1.3 -1.1 0.151
C -2.951694 4.708408 -5.464794 1.2 0.9 0.4 -0.979
C -2.517774 3.451438 -7.563444 0.1 -0.7 0.9 -0.922
H 0.601586 -0.118132 -4.815084 -0.9 -0.1 -0.3 0.536
H 0.412686 1.267838 -3.745474 0.8 -0.2 0.4 0.220
H 1.487696 1.259018 -5.204724 -0.2 0.7 -0.1 0.114
H -2.732334 1.511688 -5.619924 0.0 0.0 0.0 0.236
H -2.142944 0.870108 -4.117054 0.0 -0.4 0.2 0.182
H -1.932154 -0.034382 -5.670934 0.0 -0.2 0.2 0.287
H 0.131266 1.953568 -7.985064 0.4 -0.3 0.0 0.374
H 1.046156 3.277818 -8.697124 0.1 -0.2 -0.3 0.437
H 1.914606 2.162648 -7.629744 0.0 -0.4 -0.1 0.379
H 2.248096 4.761418 -7.438354 -0.3 -0.4 -0.3 0.471
H 1.029896 5.658828 -6.619684 0.0 -0.1 0.6 0.258
H 2.171476 4.501458 -5.736504 -0.1 0.7 0.2 0.209
H -2.277314 5.470938 -5.075104 -0.5 0.1 1.3 0.283
H -3.569574 5.329138 -6.113654 -0.5 -0.6 0.0 0.430
H -3.450204 4.087018 -4.720854 -0.5 0.6 0.2 0.234
H -2.848924 2.428228 -7.386044 0.3 -0.4 -0.9 0.312
H -1.814734 3.586488 -8.385394 0.5 -0.5 0.4 0.251
H -3.411854 3.916168 -7.979084 -0.1 0.7 0.8 0.380
O 5.460196 2.548458 4.266296 0.5 0.6 -1.0 -0.616
C 5.816876 2.604948 3.110696 -1.0 -1.3 1.1 0.473
O 6.225216 1.431468 2.495896 0.7 1.5 -0.8 -0.368
C 6.592216 1.746488 1.108276 -1.8 0.0 -0.4 0.216
C 6.563656 3.248398 1.008406 1.6 0.8 -0.7 -0.859
C 5.669826 3.750858 2.099336 0.6 -1.3 0.4 0.862
H 5.764936 1.477228 0.451606 -0.2 -0.9 0.2 -0.336
H 7.472796 1.245828 0.705756 0.1 0.0 0.8 0.407
H 6.277926 3.577898 0.009466 0.0 -0.1 0.0 0.203
H 7.563466 3.637698 1.200566 0.1 0.2 -0.1 0.362
H 4.624916 3.704848 1.792496 0.0 0.4 0.2 -0.875
H 6.026966 4.718588 2.451526 -0.7 -0.1 0.3 0.521
O 2.081606 -5.865932 -2.278434 -0.4 0.5 0.0 -0.588
C 2.301456 -6.584592 -1.351744 1.1 -0.3 -0.6 0.545
O 3.533176 -6.542672 -0.740524 0.6 1.3 -1.1 -0.358
C 3.675726 -7.442552 0.340326 -1.2 1.2 0.5 -0.297
C 2.611106 -8.415222 -0.008634 -1.2 -2.3 0.5 -0.497
C 1.515216 -7.754112 -0.829404 0.1 0.7 0.4 -0.335
H 3.451726 -6.849032 1.226696 -0.1 -0.2 0.4 0.164
H 4.677306 -7.838612 0.507866 0.0 0.0 -0.8 0.292
H 2.171826 -8.867662 0.880426 0.3 -0.6 -0.2 0.330
H 3.029866 -9.121182 -0.725834 0.2 -0.6 0.6 0.269
H 0.611186 -7.460172 -0.296094 0.2 0.3 0.3 0.217
H 1.139956 -8.365542 -1.650034 0.3 0.1 -0.1 0.281
O 2.826636 -4.038092 5.169776 -1.1 2.4 4.1 -0.543
C 2.711336 -3.364202 6.239826 0.2 -1.8 -5.7 0.559
O 3.664126 -3.487022 7.149246 1.1 -1.8 -1.3 -0.370
C 3.625136 -2.602392 8.172456 -1.4 1.1 2.6 -0.425
C 2.473546 -1.687062 7.830206 -0.9 2.8 0.4 -0.683
C 1.736266 -2.218822 6.566686 1.0 0.2 1.5 0.033
H 4.515756 -1.990082 8.313806 0.4 -0.5 -0.5 0.304
H 3.449376 -3.136982 9.105956 0.1 -0.2 0.1 0.236
H 2.945706 -0.704742 7.815246 0.1 0.3 -1.6 0.191
H 1.772946 -1.333712 8.586776 -0.3 -1.3 0.6 0.430
H 1.567386 -1.465372 5.797346 0.6 -0.3 -0.3 0.102
H 0.720976 -2.497682 6.848686 0.2 -0.7 0.0 0.326
O 4.638296 1.193378 -1.872594 -1.5 3.2 -1.2 -0.623
C 4.232996 2.347118 -2.163944 1.0 -3.2 2.5 0.315
O 5.076956 3.296788 -2.502464 1.8 0.5 -0.1 -0.355
C 4.441596 4.568748 -2.651064 -0.2 0.2 -2.3 -0.584
C 2.994946 4.222468 -2.857754 -0.7 0.6 1.0 0.231
C 2.910976 3.007058 -1.983794 -2.2 -1.0 -0.3 1.731
H 4.805666 4.952048 -3.604284 0.5 0.4 0.3 0.379
H 4.586456 5.292238 -1.848774 0.4 -0.5 0.3 0.260
H 2.687916 3.997268 -3.879094 0.3 0.2 0.1 -0.845
H 2.398066 5.032978 -2.439544 -0.3 -0.1 -0.4 0.534
H 2.020926 2.420448 -2.211374 0.4 -0.4 -0.2 -0.320
H 2.655816 3.292678 -0.963294 0.7 -0.1 0.3 -0.950
O 7.434576 -1.454282 -3.365274 -1.0 0.2 -1.9 -0.588
C 6.540196 -1.409682 -4.182674 -1.2 -0.1 0.9 0.472
O 6.641446 -1.083882 -5.500104 2.1 0.5 -0.2 -0.390
C 5.450476 -0.958212 -6.259644 -1.1 -0.7 2.2 -0.333
C 4.348986 -1.451152 -5.283534 -0.2 -1.8 -0.4 -0.208
C 5.049926 -1.739082 -3.928754 0.1 1.3 -0.3 0.469
H 5.438726 -1.698152 -7.059924 0.6 0.8 -0.5 0.267
H 5.237736 0.088098 -6.478914 0.6 -0.2 -0.6 0.283
H 3.992876 -2.380242 -5.728574 0.0 -0.3 0.3 0.276
H 3.440606 -0.850962 -5.335724 0.3 0.5 0.7 -0.083
H 5.049696 -2.740252 -3.497754 -0.5 -0.1 -0.4 0.358
H 4.639096 -1.039192 -3.201094 0.4 -0.1 0.4 -0.484
O -3.638344 -7.164752 -3.571544 2.3 4.5 2.7 -0.670
C -3.077094 -6.127432 -3.067744 -2.6 -2.8 -0.8 0.531
O -2.104334 -5.501562 -3.680064 1.4 -0.2 -1.9 -0.333
C -1.582194 -4.448162 -2.896204 4.5 -0.1 -1.7 -0.345
C -2.644684 -3.913652 -2.161854 -3.1 1.1 1.5 0.717
C -3.404294 -5.176022 -1.849004 -1.4 -2.1 0.4 -0.621
H -1.184734 -3.599812 -3.453364 0.2 -0.6 -1.1 0.226
H -0.693664 -4.791492 -2.366354 -0.2 -0.5 0.5 0.168
H -3.142904 -3.282842 -2.898024 -0.7 0.3 0.5 0.144
H -2.268004 -3.312132 -1.334574 -0.4 -0.1 0.2 -0.323
H -4.488094 -5.274462 -1.787414 -0.1 0.9 0.1 0.177
H -3.069334 -5.554892 -0.883414 0.3 -0.5 -0.1 0.388
C 2.421376 7.122348 3.535076 1.0 -0.2 -0.5 -1.782
C 2.645446 5.687978 3.088466 -3.0 0.7 -0.8 0.916
C 1.375506 4.878258 3.496686 2.1 -0.1 -0.2 0.279
O 1.593866 4.465768 4.812156 -1.3 0.7 2.0 -0.498
C 2.272376 3.249528 4.935666 0.6 -0.4 -2.2 -0.022
N 2.801636 5.606158 1.622446 1.0 -0.9 0.1 -0.524
H 3.364486 7.601208 3.271756 0.0 0.6 0.7 0.422
H 2.125966 7.147398 4.583986 0.4 0.2 0.0 0.355
H 1.665866 7.646138 2.949456 -0.3 -0.3 -0.1 0.368
H 3.516416 5.239308 3.566166 0.0 0.1 -0.1 0.217
H 1.314436 4.056058 2.783706 -0.3 -0.7 0.2 -0.400
H 0.463996 5.463538 3.375486 0.0 0.1 0.4 0.258
H 1.614316 2.523668 4.457986 0.1 -0.8 0.4 0.084
H 2.705636 2.910778 5.876746 -0.9 0.7 0.5 0.361
H 3.160536 3.328148 4.308696 0.3 -0.4 -0.2 -0.205
H 1.986476 5.782458 1.052776 -0.6 0.9 0.5 0.349
H 2.819096 4.600188 1.533956 0.6 -0.5 -0.7 -0.154
C -0.320484 -4.994362 4.969526 -2.0 0.7 0.5 -1.269
C -1.298554 -5.035232 3.740456 -0.6 1.8 1.6 0.160
C -2.384954 -3.821642 3.776396 1.8 -1.7 -0.4 0.921
O -3.258774 -4.045722 4.849106 0.3 0.4 -0.8 -0.394
C -3.503234 -2.919972 5.655086 -0.8 -0.7 0.6 -0.668
N -0.615964 -5.026182 2.507426 1.6 -0.1 -2.1 -0.549
H 0.352966 -5.823372 5.187036 0.0 -0.1 -0.7 0.372
H -0.991964 -4.924392 5.825286 -0.1 -0.3 0.4 0.467
H 0.211916 -4.045202 5.030666 0.3 -0.1 -0.6 0.037
H -1.952774 -5.905652 3.690866 0.1 -0.3 0.7 0.431
H -2.825334 -3.891272 2.781756 -0.7 0.0 -0.1 -0.042
H -1.969114 -2.815532 3.830486 0.6 -0.1 0.1 -0.599
H -3.550854 -3.410322 6.627396 -0.1 0.9 0.5 0.280
H -4.464434 -2.463342 5.419096 -0.3 0.0 0.0 0.216
H -2.785434 -2.100882 5.610826 0.5 -0.3 0.0 0.281
H -0.102474 -4.176832 2.320286 -0.8 1.4 0.2 0.096
H 0.262506 -5.500602 2.660106 0.0 -1.3 0.0 0.283
C -1.981644 2.517328 -1.641714 -0.1 0.5 0.5 -0.313
C -1.194434 3.625498 -0.934224 -0.5 -0.7 0.0 -0.274
C -1.114844 3.449148 0.578966 -1.6 0.9 -0.4 0.812
O -2.416234 3.819868 1.046406 0.8 -0.4 0.0 -0.461
C -2.395664 4.057788 2.421496 -2.2 0.6 0.2 -0.803
N 0.125346 3.754308 -1.457524 1.2 0.3 -0.4 0.367
H -1.470504 1.555688 -1.596074 0.1 -0.1 0.0 -0.312
H -2.173204 2.791228 -2.679214 0.1 -0.1 0.0 -0.386
H -2.937164 2.461928 -1.120184 -0.1 -0.3 -0.1 0.687
H -1.736224 4.551938 -1.124684 -0.4 0.2 0.4 0.296
H -0.400534 4.194198 0.929356 0.4 -0.1 0.4 0.036
H -0.956654 2.466698 1.023796 0.8 -0.3 -0.6 -0.441
H -3.453514 4.023908 2.682086 -0.2 0.0 0.3 0.325
H -2.133314 5.097348 2.617896 0.8 0.0 0.3 0.336
H -1.929834 3.317418 3.071846 0.7 0.0 -0.3 0.247
H 0.051216 3.992698 -2.436184 -0.1 -0.7 -0.6 0.084
H 0.524546 4.630328 -1.152024 0.2 0.2 0.9 0.423
```
Forces are in eV/Å.